Record 1
Here is an isolated ion of composition C6H15N2O2 and charge +1 from OMol25. Energies are from ωB97M-V/def2-TZVPD.

Each line ends with the Löwdin spin population.
Geometry (Å):
C -1.9018 -0.3814 0.0796  0.5471
C 0.5496 -1.6673 -0.8184  0.0085
C -0.7658 1.3128 -1.2840  0.0032
C -0.5230 1.3836 1.1800  0.0237
C 1.8943 0.2654 -0.1824  0.0045
C 0.5290 -0.4172 0.0693  0.0202
N -1.9313 -1.2982 1.0451  0.5280
N -0.6302 0.4819 0.0283  0.0608
O -2.6689 -0.2004 -0.7991  0.7562
O 2.8535 -0.5154 0.4202  0.0025
H -0.3179 -1.3229 -1.3252  0.0013
H 1.5183 -1.7162 -1.2482  0.0005
H 0.2576 -2.5468 -0.3134  0.0022
H -1.2749 0.7863 -2.0174  -0.0007
H -1.3441 2.2223 -0.9852  0.0018
H 0.2536 1.4285 -1.6371  0.0000
H 0.3754 2.0294 1.0174  0.0045
H -1.3341 2.0920 1.3800  0.0017
H -0.2865 0.8329 2.1258  0.0004
H 2.1143 0.3389 -1.1744  -0.0001
H 1.9766 1.2046 0.2802  0.0003
H 0.8427 -0.7586 1.0836  0.0002
H -1.2951 -1.2754 1.8131  0.0175
H -2.6167 -2.0683 1.0508  0.0153
H 3.7256 -0.2105 0.2115  0.0004

Output
⟨S²⟩ = 2.007
Charge = +1
HOMO-LUMO gap (alpha / beta) = 6.8 / 6.2 eV
HOMO energy (alpha / beta) = -9.6 / -14.3 eV
DFT total energy = -13526.238 eV
Spin multiplicity = 3
Relative energy (zero: lowest compared OMol25 entry of this formula, charge and spin) = 170.2 kJ/mol

=====

Record 2
Here is an isolated ion of composition C6H15N2S and charge +1 from OMol25. Energies are from ωB97M-V/def2-TZVPD.

Each line ends with the Löwdin charge.
Geometry (Å):
C 0.0412 4.0579 0.0416  0.0459
N 0.0070 2.9540 0.6288  -0.3092
C 0.8981 2.6403 1.7045  -0.0986
S -1.5992 1.7422 0.0782  1.0534
N -1.3092 0.2468 0.3586  -0.4460
C -0.6630 -0.6706 -0.5273  -0.4802
C -1.6895 -1.2409 -1.4584  -0.0500
C 0.3252 -1.5813 0.2282  -0.2137
C 1.0447 -2.5424 -0.7251  -0.0692
H -0.5773 4.2260 -0.7582  0.0684
H 0.8839 4.7128 0.2253  0.1176
H 1.5277 1.7183 1.5038  0.1029
H 0.2370 2.4130 2.6479  0.1295
H 1.6028 3.5619 2.0021  0.1428
H -1.6253 -0.1606 1.2863  0.1523
H 0.1014 -0.0090 -1.0401  0.1504
H -2.3994 -1.8865 -0.9118  0.1006
H -2.3877 -0.4677 -1.6696  0.0479
H -1.4215 -1.7218 -2.4803  0.1342
H -0.2795 -2.1025 0.9310  0.1012
H 1.1115 -1.1081 0.7554  0.0930
H 1.7279 -3.2088 -0.1792  0.0942
H 0.3597 -2.9720 -1.3692  0.0400
H 1.7089 -1.8816 -1.3170  0.0925

Output
Charge = +1
HOMO-LUMO gap = 9.8 eV
HOMO energy = -13.9 eV
Structure (SMILES) = C=[N+](C)SN[C@H](C)CC
DFT total energy = -20271.781 eV
Relative energy (zero: lowest compared OMol25 entry of this formula, charge and spin) = 256.0 kJ/mol

=====

Record 3
Here is C6H15N2S as an isolated structure from OMol25. Energies are from ωB97M-V/def2-TZVPD.

Each line ends with the Löwdin charge.
Geometry (Å):
C 2.1063 0.0284 1.3398  0.0245
C 1.8675 -0.9872 0.1919  -0.6448
C -1.7228 0.7287 0.7429  -0.0448
C -1.8806 1.3979 -1.6073  -0.0276
C 0.4444 1.0610 -0.6067  -0.1154
C -0.9907 0.6138 -0.5803  -0.3771
N 1.2505 0.1449 0.1449  -0.0389
N 0.8242 -2.4233 1.0632  0.0808
S 3.0047 -1.9752 -0.7266  0.8740
H 1.6369 -0.0299 2.3385  0.1227
H 2.9866 0.5168 1.3116  0.0715
H -2.1481 1.6730 0.8168  0.0648
H -2.5622 0.1453 0.7067  0.0592
H -1.1607 0.5033 1.6395  0.0789
H -2.0857 2.3948 -1.2480  0.0945
H -2.6133 0.7076 -1.7715  0.0542
H -1.4302 1.4754 -2.5799  0.0776
H 0.7449 1.0263 -1.6637  0.1451
H 0.6827 1.9689 -0.2431  0.1099
H -0.7925 -0.3981 -0.9509  0.1297
H 0.4940 -1.8407 1.7748  0.0302
H 1.1747 -3.3796 1.4046  0.1403
H -0.1117 -2.6031 0.4467  0.1742
H 2.6828 -1.3199 -1.8879  -0.0836

Output
Charge = +1
HOMO-LUMO gap = 10.7 eV
HOMO energy = -13.9 eV
DFT total energy = -20270.670 eV
Relative energy (zero: lowest compared OMol25 entry of this formula, charge and spin) = 363.1 kJ/mol

=====

Record 4
Here is a 2-piece molecular cluster, C6H15N3O2 overall from OMol25. Energies are from ωB97M-V/def2-TZVPD.

Each line ends with the Löwdin charge.
Geometry (Å):
C -1.6587 1.6656 -0.2777  0.0126
C -2.7512 0.9852 -0.0188  -0.1454
C -2.8374 -0.5213 0.0255  -0.4321
C -3.0804 -0.9470 1.4771  -0.0473
O -1.6965 -1.1531 -0.5888  -0.0661
H -1.6068 2.7524 -0.3304  0.0629
H -0.7280 1.1432 -0.4674  0.0301
H -3.6706 1.5141 0.2622  0.1135
H -3.7279 -0.7939 -0.5515  0.1361
H -3.9915 -0.4276 1.8471  0.0900
H -3.2417 -2.0294 1.5472  0.0785
H -2.2161 -0.7225 2.1303  0.0937
H -1.5413 -0.6693 -1.4105  0.0818
C 1.5727 -1.4795 -1.1205  -0.0293
C 2.4927 -0.6519 -0.2604  -0.4122
N 3.5009 -1.2474 0.2903  0.0086
O 4.2602 -0.5402 1.1997  -0.0884
N 2.1175 0.6824 -0.0420  -0.0485
N 3.1239 1.6708 0.1433  -0.0091
H 1.7721 -2.5405 -0.9460  0.0850
H 0.5351 -1.2743 -0.8145  0.0490
H 1.6853 -1.2702 -2.1932  0.0809
H 4.0200 0.4129 1.0998  0.0390
H 1.3899 1.0089 -0.7025  0.1127
H 3.6001 1.9010 -0.7481  0.1094
H 2.6778 2.5315 0.4499  0.0946

Output
Charge = 0
HOMO-LUMO gap = 8.7 eV
HOMO energy = -8.3 eV
Structure (SMILES) = C=C[C@H](C)O.C/C(=N/O)NN
DFT total energy = -15027.043 eV
Relative energy (zero: lowest compared OMol25 entry of this formula, charge and spin) = 336.0 kJ/mol